A single C17H18ClNO5S molecule, computed with ωB97M-V/def2-TZVPD.

```
43
C17H18ClNO5S | the OMol25 dataset | ωB97M-V/def2-TZVPD
C -5.096 -0.635 -0.179
O -3.820 -1.055 -0.646
C -3.106 -0.192 -1.356
O -3.472 0.907 -1.683
C -1.748 -0.791 -1.714
N -0.763 -0.575 -0.682
C -0.390 0.728 -0.289
C 0.819 1.228 -0.742
C 1.274 2.454 -0.286
Cl 2.803 3.042 -0.828
C 0.525 3.189 0.614
C -0.689 2.697 1.061
C -1.166 1.463 0.624
O -2.328 0.902 1.011
C -3.055 1.504 2.058
S -0.454 -1.751 0.478
O -0.951 -2.989 -0.041
O -0.852 -1.337 1.792
C 1.328 -1.696 0.383
C 1.970 -2.360 -0.643
C 3.338 -2.211 -0.795
C 4.063 -1.393 0.065
C 5.536 -1.196 -0.114
C 3.394 -0.740 1.097
C 2.029 -0.888 1.258
H -5.223 -1.053 0.818
H -5.147 0.455 -0.157
H -5.868 -1.023 -0.846
H -1.842 -1.874 -1.809
H -1.396 -0.340 -2.648
H 1.403 0.646 -1.437
H 0.885 4.142 0.969
H -1.258 3.287 1.761
H -3.865 0.815 2.286
H -2.432 1.631 2.947
H -3.469 2.470 1.750
H 1.390 -2.986 -1.302
H 3.848 -2.729 -1.595
H 5.939 -1.891 -0.845
H 5.733 -0.181 -0.457
H 6.058 -1.333 0.830
H 3.950 -0.105 1.772
H 1.492 -0.390 2.050
```

Output
- SMILES = COC(=O)CN(c1cc(Cl)ccc1OC)S(=O)(=O)c1ccc(C)cc1
- gap between HOMO and LUMO (hartree) = 0.3407
- LUMO (eV) = 0.65
- HOMO level (eV) = -8.6265

Here are the Löwdin charges for atoms 1 to 8, given in e: -0.036, -0.024, -0.495, 0.117, -0.061, -0.160, -0.200, -0.036


2 unconnected molecules or ions with the total composition C17H18F2N2O6 at a distorted geometry, computed with ωB97M-V/def2-TZVPD.

```
45
C17H18F2N2O6 | the OMol25 dataset | ωB97M-V/def2-TZVPD
O 1.033 0.186 -4.197
C 1.394 1.122 -3.493
O 2.587 1.755 -3.687
C 0.491 1.583 -2.391
O 0.806 2.530 -1.660
C -0.820 0.951 -2.175
C -1.536 1.076 -1.000
C -2.859 0.391 -0.747
F -3.278 -0.322 -1.834
C -2.821 -0.532 0.487
O -1.797 -0.668 1.156
C -4.036 -1.240 0.899
C -4.046 -2.642 1.004
C -5.223 -3.316 1.350
C -6.394 -2.598 1.606
C -6.380 -1.204 1.525
C -5.213 -0.524 1.177
F -5.250 0.828 1.142
H 3.017 1.282 -4.417
H -1.198 0.310 -2.965
H -1.133 1.690 -0.197
H -3.590 1.180 -0.568
H -3.137 -3.207 0.805
H -5.225 -4.401 1.418
H -7.308 -3.121 1.874
H -7.282 -0.637 1.736
C 4.490 -2.404 0.826
N 3.771 -1.166 1.129
C 2.689 -0.721 0.481
O 2.208 -1.299 -0.487
C 2.075 0.590 0.972
N 2.805 1.760 0.481
C 4.002 2.142 0.921
C 4.610 3.350 0.248
O 4.603 1.561 1.817
H 4.371 -3.110 1.649
H 5.550 -2.188 0.685
H 4.101 -2.862 -0.087
H 4.160 -0.546 1.831
H 1.043 0.635 0.627
H 2.071 0.591 2.063
H 2.382 2.289 -0.271
H 4.004 4.226 0.468
H 4.641 3.185 -0.827
H 5.621 3.496 0.626
```

Output
- SMILES = O=C(O)C(=O)/C=C/[C@@H](F)C(=O)c1ccccc1F.CNC(=O)CNC(C)=O
- gap between HOMO and LUMO (hartree) = 0.2929
- LUMO (eV) = -1.13
- HOMO level (eV) = -9.0960

Here are the Löwdin charges for atoms 1 to 8, given in e: 0.122, -0.401, 0.123, -0.273, 0.079, 0.032, 0.046, -0.252


2 unconnected molecules or ions with the total composition C17H18F2N2O8PS2 at a distorted geometry, computed with ωB97M-V/def2-TZVPD.

```
50
C17H18F2N2O8PS2 | the OMol25 dataset | ωB97M-V/def2-TZVPD
C -1.785 5.406 1.829
C -1.335 4.158 1.892
C -0.987 2.576 2.030
O -1.709 2.130 3.252
S -1.190 0.550 3.653
O 0.310 0.423 3.761
O -1.759 0.090 5.000
C -1.724 -0.518 2.217
F -2.869 -1.300 2.710
C -2.366 0.461 1.067
F -3.702 0.940 1.445
C -1.371 1.720 0.709
C -2.077 2.604 -0.447
C -2.616 1.773 -1.718
C -1.492 1.161 -2.695
N -1.329 -0.316 -2.414
C -0.236 -0.911 -3.288
C 1.064 -1.056 -2.307
C 2.287 -0.119 -2.606
C 3.525 -0.240 -1.611
C 3.537 -1.226 -0.387
C 2.309 -2.180 -0.124
C 1.067 -2.069 -1.103
O -0.044 -2.968 -0.796
N -0.087 1.050 0.235
C 0.735 1.942 -0.276
S 1.663 3.081 -1.127
H -2.446 6.322 2.084
H 0.129 2.542 2.314
H -0.909 -1.204 1.796
H -2.534 -0.232 0.158
H -3.024 3.071 0.050
H -1.438 3.522 -0.772
H -3.227 2.533 -2.359
H -3.386 0.941 -1.446
H -0.504 1.739 -2.737
H -1.939 1.214 -3.776
H -2.215 -0.826 -2.561
H 0.023 -0.242 -4.191
H -0.574 -1.948 -3.696
H 2.283 0.614 -3.490
H 4.424 0.454 -1.779
H 4.424 -1.283 0.340
H 2.255 -2.936 0.760
H 0.421 -3.832 -0.616
O 4.315 -7.002 2.535
P 4.102 -5.513 2.203
O 3.064 -5.382 1.072
O 5.436 -4.891 1.748
O 3.595 -4.776 3.456
```

Output
- gap between HOMO and LUMO (hartree) = 0.0512
- LUMO (eV) = 5.02
- HOMO level (eV) = 3.6286
- net charge = -3

Here are the Löwdin charges for atoms 1 to 8, given in e: 0.006, -0.036, -0.237, -0.250, 0.826, -0.317, -0.341, -0.171


A molecular structure, C17H18F5O7P2SSeZr, computed with ωB97M-V/def2-TZVPD.

```
52
C17H18F5O7P2SSeZr | the OMol25 dataset | ωB97M-V/def2-TZVPD
Zr -0.364 0.983 -0.760
C 2.700 2.265 2.900
C 2.514 1.438 1.635
O 3.655 0.646 1.311
P 2.331 2.475 0.145
O 1.541 3.757 0.564
O 3.718 3.013 -0.335
O 1.627 1.662 -0.926
P 1.032 0.342 1.794
O 1.080 -0.582 0.452
O 1.014 -0.397 3.046
O -0.148 1.229 1.294
H 3.564 2.923 2.804
H 2.852 1.585 3.740
H 1.816 2.866 3.113
H 3.992 0.237 2.120
H 1.745 4.584 0.105
H 4.390 2.340 -0.524
H 1.387 -1.499 0.496
F -5.780 4.619 0.921
C -4.714 4.241 0.238
C -4.204 2.961 0.398
F -4.768 2.097 1.228
C -3.096 2.621 -0.341
F -2.569 1.348 -0.187
C -2.435 3.465 -1.209
S -0.970 2.965 -2.065
C -2.971 4.738 -1.349
F -2.397 5.616 -2.161
C -4.099 5.123 -0.639
F -4.590 6.341 -0.788
C 0.846 -6.108 0.530
C 0.471 -4.830 -0.165
C 1.018 -4.484 -1.393
C 0.684 -3.301 -2.048
C 1.307 -2.996 -3.381
C -0.234 -2.441 -1.436
Se -0.712 -0.839 -2.420
C -0.806 -2.759 -0.199
C -1.817 -1.898 0.508
C -0.436 -3.951 0.415
H 1.436 -6.754 -0.119
H -0.042 -6.658 0.841
H 1.434 -5.905 1.427
H 1.724 -5.156 -1.866
H 1.993 -3.789 -3.670
H 1.861 -2.055 -3.359
H 0.551 -2.903 -4.162
H -1.680 -0.832 0.304
H -1.732 -2.009 1.589
H -2.839 -2.133 0.210
H -0.876 -4.198 1.375
```

Output
- gap between HOMO and LUMO (hartree) = 0.2825
- LUMO (eV) = -3.59
- HOMO level (eV) = -11.2794
- net charge = +1

Here are the Löwdin charges for atoms 1 to 8, given in e: 1.245, -0.043, -0.582, -0.044, 0.529, -0.061, -0.035, -0.426